# C3H11NOS

2 unconnected molecules or ions with the total composition C3H11NOS at a distorted geometry (wB97M-V/def2-TZVPD, the OMol25 dataset).

```
17
Properties=species:S:1:pos:R:3:forces:R:3
C 0.814096 0.746476 0.690866 0.2 -0.1 -0.4
C -0.422373 -0.043015 0.662344 -2.9 -3.5 0.0
C -1.733843 0.446422 -0.154704 4.1 1.6 0.4
S -3.099357 -0.409032 0.365844 -2.5 -1.7 -0.1
N 1.956978 0.079410 1.261503 1.1 -1.3 0.5
H 0.611835 1.658597 1.184937 0.1 1.1 0.9
H 1.088906 1.044364 -0.284845 0.3 0.3 -1.4
H -0.158714 -1.127335 0.200954 -0.7 2.3 1.1
H -0.804167 -0.229915 1.732297 0.8 0.1 -1.3
H -1.432439 0.310983 -1.195849 -0.4 -0.2 -0.4
H -1.934385 1.512392 -0.006661 0.5 0.0 0.0
H -3.745249 -0.460815 -0.878972 0.3 0.0 0.6
H 1.782893 -0.177206 2.236630 0.0 0.1 -0.4
H 2.209396 -0.817334 0.770404 -0.7 1.4 0.5
H 2.039318 -0.270790 -1.898628 0.3 2.0 0.6
H 0.958931 -1.127362 -2.501597 -0.4 0.1 -0.1
O 1.868167 -1.135848 -2.184520 0.1 -2.1 -0.5
```
Forces are in eV/Å.

Values from the calculation:
calculated total energy = -649.00702 Eh
gap between HOMO and LUMO (spin up / spin down) = 2.622 / 8.759 eV
energy above the lowest of the compared OMol25 structures with the same formula, charge and spin = 21.7 kcal/mol
net charge = -1
E_LUMO (spin up / spin down) = 3.44 / 3.70 eV
strongest force on any atom = 0.0879 hartree/bohr
multiplicity = 2

Let us look at the Mulliken charges, expressed in e, one per atom: -0.8032 -0.5990 -1.0499 -0.3147 -0.6226 0.6055 0.2204 -0.1923 0.3442 0.6858 0.0737 0.2992 0.2211 0.3403 0.3976 0.4942 -1.1003